Entry 1:
Here is a cluster of 2 separate species, C14H16 in total in a non-equilibrium geometry from the Open Molecules 2025 dataset. Energies are from ωB97M-V with the def2-TZVPD basis set.

```
30
Properties=species:S:1:pos:R:3:forces:R:3
C -2.157810 -1.981110 2.149317 0.16 0.81 -0.01
C -0.945026 -1.890510 1.253495 0.17 0.00 0.76
C -0.755664 -2.810866 0.236879 0.21 -0.23 -0.31
C 0.446703 -2.888620 -0.451205 -0.37 -0.10 -0.10
C 1.451918 -1.975412 -0.184381 0.07 -0.39 -0.32
C 1.270546 -1.032171 0.810555 0.32 0.06 -0.24
C 0.108428 -1.028090 1.561484 -0.10 0.32 -0.32
H -2.060832 -2.877169 2.749129 -0.41 -0.35 -0.01
H -3.100205 -1.917172 1.607100 0.00 -0.49 -0.11
H -2.205604 -1.152957 2.858199 0.25 0.09 -0.02
H -1.520779 -3.522467 -0.034065 -0.28 -0.05 0.18
H 0.552511 -3.684173 -1.187727 0.17 0.31 0.03
H 2.362690 -2.032591 -0.763513 0.15 0.17 0.07
H 2.046306 -0.289539 0.963020 -0.11 -0.08 0.24
H 0.032398 -0.288794 2.347621 -0.26 -0.05 0.12
C -0.408527 1.048069 -2.823062 -0.01 -0.12 0.14
C 0.107314 1.632816 -1.535916 -0.16 1.02 -0.31
C -0.803667 2.169944 -0.625553 0.30 -0.62 0.25
C -0.391815 2.647808 0.610437 -0.13 -0.37 0.06
C 0.964959 2.682970 0.924301 -0.95 0.87 -0.40
C 1.857512 2.402918 -0.094135 1.13 -0.33 0.33
C 1.467333 1.866537 -1.310533 -0.86 -0.54 0.27
H -0.131904 0.002511 -2.952461 0.22 -0.06 0.07
H -0.015471 1.611937 -3.668201 -0.11 -0.05 -0.14
H -1.499717 1.066533 -2.831293 0.07 0.15 -0.13
H -1.854289 2.129731 -0.862333 -0.23 -0.04 0.02
H -1.160886 2.923581 1.325404 0.21 0.16 0.04
H 1.264577 3.105750 1.876942 0.24 -0.23 -0.08
H 2.913519 2.539944 0.118880 0.01 -0.01 -0.16
H 2.165482 1.540592 -2.068389 0.29 0.14 0.08
```
Positions in Å, forces in eV/Å.

Summary:
- SMILES string: Cc1ccccc1.Cc1ccccc1
- Electronic energy: -543.06364 Ha
- HOMO: -8.878 eV
- E_LUMO: 0.947 eV
- Maximum force: 0.0262 Eh/bohr
- Multiplicity: 1
- Energy above the lowest of the compared OMol25 structures with the same formula, charge and spin: 24.2 kJ/mol

The net atomic charges from Mulliken, expressed in e, are:
1 C -1.47
2 C 0.85
3 C -0.38
4 C -0.45
5 C -0.57
6 C -0.31
7 C -0.56
8 H 0.32
9 H 0.35
10 H 0.35
11 H 0.38
12 H 0.37
13 H 0.40
14 H 0.46
15 H 0.28
16 C -1.46
17 C 1.10
18 C -0.61
19 C -0.38
20 C -0.60
21 C -0.45
22 C -0.43
23 H 0.28
24 H 0.35
25 H 0.36
26 H 0.27
27 H 0.39
28 H 0.40
29 H 0.35
30 H 0.40


Entry 2:
Here is a cluster of 2 separate species, C14H16 in total in a non-equilibrium geometry from the Open Molecules 2025 dataset. Energies are from ωB97M-V with the def2-TZVPD basis set.

```
30
Properties=species:S:1:pos:R:3:forces:R:3
C -3.261332 -2.101624 1.092032 0.04 -0.94 0.22
C -2.067795 -2.221077 0.196356 -0.36 1.09 -0.89
C -2.152882 -1.925707 -1.171585 0.18 -0.94 -0.09
C -1.098100 -2.253844 -2.026564 -0.30 -0.31 0.45
C 0.074871 -2.819556 -1.522053 0.49 0.77 0.37
C 0.242953 -2.926346 -0.143248 -1.08 0.19 -0.30
C -0.853119 -2.630314 0.671794 1.46 -0.48 0.84
H -2.949293 -2.302407 2.117580 -0.16 0.16 0.06
H -3.927271 -2.924409 0.803923 -0.16 0.18 0.19
H -3.835136 -1.184369 1.055168 0.14 0.30 -0.20
H -3.102744 -1.595103 -1.572895 0.06 0.19 -0.09
H -1.216719 -2.141891 -3.093462 0.03 0.18 -0.10
H 0.924776 -2.976977 -2.172304 -0.09 -0.28 -0.16
H 1.164426 -3.202683 0.348087 0.16 -0.16 -0.30
H -0.666026 -2.720510 1.740135 -0.39 -0.08 -0.01
C 2.206769 4.429400 0.752700 -0.36 -0.87 0.41
C 1.686464 3.021300 0.447636 0.37 1.07 0.09
C 1.477632 2.069162 1.456297 -0.55 0.32 -1.11
C 1.080092 0.786984 1.081860 0.30 0.52 -0.02
C 1.009645 0.457358 -0.278231 -0.30 -0.02 0.34
C 1.016178 1.450198 -1.238150 1.19 0.92 -0.19
C 1.476414 2.734284 -0.895851 -0.89 -1.03 0.69
H 3.271075 4.368184 0.531628 0.09 0.68 0.04
H 2.044871 4.716777 1.789180 0.27 -0.25 0.24
H 1.683922 5.207551 0.199225 0.26 -0.16 -0.46
H 1.585075 2.399358 2.479191 -0.11 -0.24 0.17
H 0.743084 0.099133 1.846027 0.52 -0.39 -0.04
H 1.024826 -0.571067 -0.599248 -0.85 -0.13 0.12
H 0.758833 1.250063 -2.269571 0.26 -0.29 -0.07
H 1.658524 3.508123 -1.625661 -0.22 0.02 -0.20
```
Positions in Å, forces in eV/Å.

Summary:
- SMILES string: Cc1ccccc1.Cc1ccccc1
- Electronic energy: -543.04705 Ha
- HOMO: -8.659 eV
- E_LUMO: 0.957 eV
- Maximum force: 0.0341 Eh/bohr
- Multiplicity: 1
- Energy above the lowest of the compared OMol25 structures with the same formula, charge and spin: 67.8 kJ/mol

The net atomic charges from Mulliken, expressed in e, are:
1 C -1.43
2 C 0.70
3 C -0.41
4 C -0.43
5 C -0.41
6 C -0.54
7 C -0.24
8 H 0.35
9 H 0.31
10 H 0.35
11 H 0.40
12 H 0.39
13 H 0.37
14 H 0.33
15 H 0.25
16 C -1.40
17 C 0.90
18 C -0.71
19 C -0.23
20 C -0.39
21 C -0.37
22 C -0.64
23 H 0.29
24 H 0.37
25 H 0.36
26 H 0.32
27 H 0.39
28 H 0.34
29 H 0.40
30 H 0.36


Entry 3:
Here is a cluster of 2 separate species, C14H16 in total in a non-equilibrium geometry from the Open Molecules 2025 dataset. Energies are from ωB97M-V with the def2-TZVPD basis set.

```
30
Properties=species:S:1:pos:R:3:forces:R:3
C -2.220255 2.906046 -0.782900 0.04 0.15 -0.95
C -1.362629 2.242917 0.193063 -0.34 -1.33 1.46
C 0.001365 2.376324 0.393012 -0.66 1.70 -0.04
C 0.654025 1.690329 1.375366 2.52 0.82 0.08
C -0.004873 0.751665 2.106577 -0.10 -1.31 3.22
C -1.354902 0.461323 1.907286 0.64 0.09 -1.26
C -2.006135 1.251920 0.942378 -1.89 -3.14 0.86
H -1.736181 2.784846 -1.758966 -0.79 -0.01 -0.19
H -2.469561 3.933907 -0.654754 0.51 1.13 0.36
H -3.177559 2.441226 -0.621800 -0.47 -0.39 -1.03
H 0.519735 3.248870 0.024773 0.08 -0.09 -0.80
H 1.750717 2.009234 1.508110 -1.80 -0.93 0.25
H 0.407314 0.343067 3.075197 0.19 0.08 -1.54
H -1.769713 -0.499429 2.320485 0.03 1.66 -0.09
H -3.087088 0.801528 0.790688 1.95 1.82 -0.28
C -0.524420 -2.728605 0.626554 1.00 5.11 0.43
C 0.593344 -1.974836 -0.249072 0.66 -3.87 3.10
C 1.872072 -2.655453 -0.341522 -2.49 2.93 -1.15
C 2.804284 -2.059262 -1.174128 -0.97 -0.81 0.60
C 2.511630 -0.993280 -1.948789 -0.66 2.76 -1.50
C 1.187220 -0.367312 -1.850961 3.85 1.02 -2.82
C 0.322973 -0.818943 -0.929290 -0.56 -0.28 -0.43
H -0.864827 -2.144316 1.581148 1.05 -0.97 -1.67
H -0.167765 -3.645400 0.910234 0.48 -2.42 0.44
H -1.362069 -2.675164 -0.000065 -1.48 -0.80 -0.76
H 2.130160 -3.617823 0.005316 -0.34 -0.81 0.99
H 3.692049 -2.588304 -1.286300 1.79 -0.50 -0.28
H 3.364974 -0.626059 -2.621546 -1.78 -0.29 0.79
H 0.905159 0.464800 -2.599736 0.57 -1.31 1.53
H -0.609047 -0.313818 -0.940358 -1.02 0.03 0.63
```
Positions in Å, forces in eV/Å.

Summary:
- SMILES string: Cc1ccccc1.Cc1ccccc1
- Electronic energy: -542.98204 Ha
- HOMO: -8.612 eV
- E_LUMO: 0.956 eV
- Maximum force: 0.1016 Eh/bohr
- Multiplicity: 1
- Energy above the lowest of the compared OMol25 structures with the same formula, charge and spin: 238.5 kJ/mol

The net atomic charges from Mulliken, expressed in e, are:
1 C -1.33
2 C 0.85
3 C -0.33
4 C -0.58
5 C -0.12
6 C -0.77
7 C -0.20
8 H 0.26
9 H 0.36
10 H 0.36
11 H 0.42
12 H 0.27
13 H 0.28
14 H 0.52
15 H 0.05
16 C -1.26
17 C 0.97
18 C -0.76
19 C -0.50
20 C -0.39
21 C -0.49
22 C -0.32
23 H 0.02
24 H 0.47
25 H 0.34
26 H 0.36
27 H 0.40
28 H 0.26
29 H 0.27
30 H 0.57


Entry 4:
Here is a cluster of 2 separate species, C14H16 in total in a non-equilibrium geometry from the Open Molecules 2025 dataset. Energies are from ωB97M-V with the def2-TZVPD basis set.

```
30
Properties=species:S:1:pos:R:3:forces:R:3
C 3.959049 -0.355276 2.964118 0.00 -0.18 0.62
C 0.597915 0.487554 1.491514 -0.30 -1.15 -0.17
C -0.163581 0.780791 2.620613 0.73 -0.46 -0.13
C 1.883921 -0.036150 1.608951 -0.02 1.07 0.71
C 2.481425 -0.048861 2.873788 0.58 0.85 -0.52
C 0.434890 0.710975 3.880156 -0.89 0.58 -0.42
C 1.769216 0.371667 3.995822 0.46 -0.42 -0.35
H 0.117214 0.489212 0.518822 0.10 0.22 -0.06
H -1.218501 0.990972 2.515448 0.00 0.30 0.10
H 2.525222 -0.235531 0.759995 -0.27 -0.20 -0.19
H -0.219360 1.022736 4.684804 0.46 -0.19 0.45
H 4.660562 0.346847 2.516715 -0.50 0.28 -0.68
H 4.104784 -1.327650 2.495772 0.45 -0.11 0.29
H 2.357755 0.401673 4.902958 -0.49 0.08 0.36
H 4.315177 -0.311420 3.999222 -0.30 -0.68 0.00
C -0.864726 1.398617 -3.844940 -0.91 1.18 0.06
C -2.252679 -0.722694 -1.038181 0.56 0.55 -0.12
C -2.599737 -1.849271 -1.817754 -0.43 0.16 0.34
C -1.677356 0.338343 -1.674663 -0.45 0.35 0.17
C -1.518994 0.306526 -3.076332 0.24 -0.07 -1.33
C -2.760940 -1.748792 -3.210841 0.21 -0.39 -0.99
C -2.083141 -0.756647 -3.873172 0.42 0.03 1.53
H -2.431037 -0.724240 0.028224 0.20 -0.08 0.06
H -2.703498 -2.793276 -1.295426 -0.41 -0.10 -0.22
H -1.430662 1.265503 -1.181659 0.20 -0.07 0.33
H -3.329752 -2.508493 -3.732667 0.38 -0.19 -0.08
H -1.112897 2.369254 -3.396885 0.64 -0.16 0.44
H -1.269831 1.563283 -4.849009 0.02 -0.78 -0.04
H -1.784376 -0.703641 -4.905025 -0.76 -0.38 -0.44
H 0.213939 1.277989 -3.960369 0.10 -0.05 0.31
```
Positions in Å, forces in eV/Å.

Summary:
- Electronic energy: -542.72196 Ha
- HOMO (alpha / beta): -11.226 / -11.226 eV
- Total charge: +1
- E_LUMO (alpha / beta): -4.511 / -8.083 eV
- Maximum force: 0.0308 Eh/bohr
- Multiplicity: 2
- Energy above the lowest of the compared OMol25 structures with the same formula, charge and spin: 83.0 kJ/mol

The net atomic charges from Mulliken, expressed in e, are:
1 C -1.37
2 C 0.05
3 C -0.35
4 C -0.56
5 C 0.87
6 C -0.53
7 C -0.60
8 H 0.07
9 H 0.37
10 H 0.35
11 H 0.35
12 H 0.31
13 H 0.33
14 H 0.32
15 H 0.37
16 C -1.35
17 C -0.25
18 C -0.36
19 C -0.47
20 C 1.03
21 C -0.49
22 C -0.43
23 H 0.42
24 H 0.44
25 H 0.48
26 H 0.41
27 H 0.39
28 H 0.44
29 H 0.45
30 H 0.34